Molecular formula: C51H46N6O4PbS6
Method: DFT, ωB97M-V/def2-TZVPD

Last column: Mulliken charge in e.
Cartesian coordinates (Å):
Pb (-0.872638, -0.112741, -2.511340)  1.43
N (1.384722, -1.225174, -2.136401)  -1.28
S (2.524733, -0.441208, -1.574284)  1.03
N (2.481189, 0.261411, -0.126527)  0.41
S (1.944172, -0.287035, 1.226713)  1.71
N (0.490988, -0.660309, 1.548439)  0.09
S (-0.899588, 0.105810, 1.073214)  2.06
N (-1.212594, 0.245648, -0.324371)  -0.56
C (-0.841104, 1.740648, 1.892092)  0.22
C (-0.783362, 2.889947, 1.084289)  0.46
C (-0.677991, 4.160933, 1.694920)  -0.75
C (-0.626168, 4.232176, 3.079003)  -0.91
C (-0.648932, 3.098890, 3.864039)  -0.88
C (-0.779873, 1.852562, 3.264830)  -0.89
C (-2.000498, -0.858977, 2.115434)  0.51
C (-3.274861, -0.422281, 2.166265)  0.01
C (-4.277462, -1.154045, 2.825647)  -1.01
C (-3.968581, -2.352617, 3.426600)  -0.50
C (-2.636729, -2.814982, 3.323629)  -0.89
C (-1.666154, -2.090091, 2.650049)  -0.09
C (2.419474, 0.997871, 2.344174)  0.28
C (2.366322, 0.767650, 3.718940)  -0.61
C (2.542003, 1.825033, 4.563726)  -0.99
C (2.754294, 3.080870, 3.981650)  -0.52
C (2.803139, 3.318180, 2.612392)  -0.74
C (2.621114, 2.253683, 1.773845)  -0.01
C (2.810242, -1.757040, 1.662165)  0.38
C (4.073824, -1.636018, 2.248419)  -0.67
C (4.785765, -2.798554, 2.395841)  -0.89
C (4.201329, -4.020676, 1.980315)  -0.63
C (2.944605, -4.117056, 1.359130)  -0.99
C (2.220330, -2.942274, 1.213254)  0.28
C (3.155691, 0.951695, -2.544764)  1.02
C (3.495253, 0.586114, -3.841232)  -0.87
C (3.956369, 1.573494, -4.700483)  -0.70
C (4.158942, 2.898098, -4.256380)  -0.63
C (3.764590, 3.232349, -2.966196)  -0.74
C (3.245131, 2.233224, -2.112978)  -0.27
C (4.028986, -1.402205, -1.577314)  0.10
C (5.189468, -0.879411, -0.942409)  -0.50
C (6.353819, -1.602505, -1.013699)  -0.68
C (6.388661, -2.790970, -1.741831)  -0.55
C (5.264027, -3.241825, -2.420034)  -0.73
C (4.079644, -2.557564, -2.336693)  -0.12
H (-0.861620, 2.755801, 0.005599)  -0.24
H (-0.585119, 5.056052, 1.114488)  0.45
H (-0.434800, 5.175384, 3.583721)  0.38
H (-0.592574, 3.189930, 4.951447)  0.44
H (-0.821917, 0.944079, 3.831092)  0.62
H (-3.549029, 0.545622, 1.704497)  0.23
H (-5.261584, -0.743471, 2.851809)  0.52
H (-4.718966, -2.994475, 3.895500)  0.35
H (-2.387141, -3.827741, 3.629876)  0.52
H (-0.667803, -2.547271, 2.581386)  0.13
H (2.162253, -0.245103, 4.086677)  0.55
H (2.489968, 1.728764, 5.645895)  0.44
H (2.904729, 3.930264, 4.643646)  0.39
H (2.960838, 4.292814, 2.259723)  0.59
H (2.611413, 2.322412, 0.711154)  -0.41
H (4.470850, -0.705191, 2.574220)  0.55
H (5.811632, -2.765932, 2.779428)  0.42
H (4.755246, -4.951249, 2.141407)  0.39
H (2.574850, -5.118971, 1.083152)  0.50
H (1.196054, -2.890702, 0.814667)  0.10
H (3.372141, -0.412877, -4.206088)  0.57
H (4.182083, 1.271728, -5.700245)  0.45
H (4.583533, 3.656278, -4.924503)  0.38
H (3.832080, 4.251689, -2.649529)  0.51
H (2.886546, 2.467358, -1.135422)  0.40
H (5.123301, 0.067887, -0.403337)  0.35
H (7.228383, -1.225413, -0.484940)  0.45
H (7.351533, -3.271089, -1.869676)  0.42
H (5.348114, -4.151947, -3.009922)  0.43
H (3.207106, -2.949994, -2.851355)  0.43
S (0.624924, 5.027471, -1.717579)  -0.47
C (0.214619, 3.511260, -2.197278)  0.20
N (-0.131975, 2.450283, -2.518561)  -0.58
N (-0.957001, -2.942377, -1.811763)  -0.04
C (-1.771009, -3.640886, -0.864358)  0.03
C (-1.266872, -4.722758, -0.106634)  -0.50
C (-2.106005, -5.408807, 0.739192)  -0.52
C (-3.404886, -4.989136, 0.958781)  -0.08
C (-3.942480, -3.974732, 0.176163)  -0.62
C (-3.141626, -3.382977, -0.834820)  -0.39
S (-4.542583, -5.700492, 2.142421)  1.39
O (-5.634705, -4.705542, 2.183445)  -0.71
O (-4.966273, -6.979729, 1.595965)  -0.71
O (-3.767207, -5.781363, 3.361304)  -0.68
H (-0.928348, -3.475057, -2.663431)  0.23
H (-0.004717, -2.808232, -1.497377)  0.08
H (-0.261379, -5.121395, -0.252683)  0.52
H (-1.687611, -6.219556, 1.363899)  0.34
H (-4.954560, -3.717012, 0.361711)  0.63
H (-3.542849, -2.580532, -1.496627)  0.26
C (-3.226945, 6.181881, -3.413331)  -1.44
C (-3.685847, 4.855947, -2.926581)  0.81
C (-4.490948, 4.050908, -3.746727)  -1.00
C (-4.845852, 2.768350, -3.357563)  -0.61
C (-4.409279, 2.283972, -2.110095)  0.14
C (-3.540361, 3.048770, -1.301678)  0.00
C (-3.221838, 4.341914, -1.713681)  -0.32
S (-4.473857, 0.545687, -1.664970)  1.07
C (-6.183354, 0.203494, -2.081389)  -1.27
O (-3.596171, -0.175209, -2.698731)  -0.76
H (-3.871971, 6.554159, -4.229053)  0.39
H (-2.268024, 6.055157, -3.868476)  0.31
H (-3.093033, 6.898699, -2.591856)  0.36
H (-4.815992, 4.471459, -4.694871)  0.31
H (-5.403861, 2.138049, -4.053575)  0.21
H (-3.123814, 2.542539, -0.449183)  0.21
H (-2.524077, 4.973906, -1.144406)  0.36
H (-6.253281, 0.279169, -3.153941)  0.39
H (-6.829445, 0.938712, -1.590959)  0.39
H (-6.423850, -0.791413, -1.747147)  0.42

Atomic forces in eV per Å
Pb -0.007 -0.216 -0.204
N 0.877 1.230 0.784
S -1.005 -1.041 -1.381
N -0.312 0.283 0.697
S 0.116 0.217 0.098
N -0.300 0.036 -0.523
S 0.309 0.330 1.599
N -0.236 0.021 -0.935
C 0.184 0.629 -0.694
C -0.276 -0.024 0.254
C -0.052 -1.363 -0.004
C 0.602 0.436 0.081
C -0.355 -0.552 0.307
C 0.083 -0.121 0.186
C 1.352 -0.191 -0.760
C -2.223 1.388 0.016
C 0.838 0.454 -0.193
C 0.763 -0.695 -0.020
C -0.451 -0.219 -0.348
C 0.626 -0.940 0.614
C 0.081 0.289 -0.303
C -0.315 -1.260 -0.537
C 0.196 1.072 -0.113
C 0.259 0.541 0.696
C -0.182 -0.967 1.396
C -0.073 -1.027 0.270
C -0.106 0.223 -0.088
C -0.830 -0.764 -0.619
C 0.071 -1.262 -0.281
C 0.428 -0.119 -0.065
C 0.691 -0.091 0.730
C -0.238 0.296 0.075
C -0.396 -1.286 -0.230
C 0.076 1.076 -0.398
C 0.218 0.196 0.645
C -0.361 -0.544 0.018
C -0.087 -0.930 -0.210
C 0.364 1.310 -0.240
C 1.018 0.595 0.588
C -1.517 -0.280 -0.274
C 0.259 -0.009 0.223
C 0.339 0.447 -0.295
C 1.214 -0.656 0.097
C -0.818 0.085 0.178
H 0.209 0.216 0.160
H -0.059 0.165 -0.426
H -0.297 0.070 -0.231
H 0.009 -0.121 -0.358
H -0.010 -0.282 0.512
H 0.174 -0.618 0.219
H -0.566 0.081 0.016
H 0.252 0.293 -0.207
H -0.204 0.200 0.264
H -0.505 0.529 -0.142
H 0.065 0.405 -0.090
H 0.065 -0.083 -0.267
H -0.072 -0.091 -0.037
H 0.152 1.134 -0.540
H 0.021 0.291 -0.374
H 0.169 0.677 0.050
H -0.537 -0.179 0.030
H -0.096 0.403 -0.094
H 0.034 0.819 0.058
H 0.598 -0.224 0.078
H -0.074 -0.426 -0.020
H 0.221 0.095 -0.531
H -0.268 -0.362 0.271
H -0.041 0.335 0.337
H -0.055 0.347 0.306
H 0.058 -0.289 -0.141
H -0.053 -0.193 -0.261
H -0.164 -0.284 0.118
H -0.149 0.183 0.057
H -0.074 0.330 0.162
S 0.124 -0.097 -0.001
C 0.018 0.935 0.270
N -0.160 -1.291 -0.175
N -0.071 0.556 0.028
C -0.535 -1.109 -0.027
C -0.131 0.422 -0.608
C 0.536 -0.606 1.444
C -0.819 0.446 -0.602
C 1.726 -0.213 -1.241
C -0.293 0.985 0.944
S -1.404 0.070 -0.325
O 0.781 -0.545 0.229
O 0.400 0.258 0.040
O 0.415 0.015 0.624
H 0.140 -0.081 -0.479
H 0.160 -0.115 0.000
H -0.034 0.446 -0.021
H -0.407 0.356 -0.492
H -0.710 0.321 -0.107
H 0.341 -0.688 0.573
C -0.454 0.499 -0.142
C -0.293 -0.861 0.156
C 0.076 0.183 0.416
C 0.070 -0.182 0.282
C 0.853 0.194 -0.338
C -1.009 -0.131 -1.242
C 0.423 0.202 0.274
S 0.660 0.100 -0.356
C 0.188 0.359 0.010
O -0.757 0.416 0.735
H 0.080 0.105 0.642
H 0.890 -0.070 -0.236
H -0.259 -0.061 -0.371
H -0.033 -0.259 0.046
H 0.081 0.149 0.339
H 0.181 0.276 0.421
H -0.323 -0.456 -0.099
H -0.247 -0.053 -0.391
H 0.198 -0.124 -0.049
H -0.032 -0.372 0.077

The lowest unoccupied orbital energy comes out at -0.69 eV. The strongest force on any atom comes out at 2.621 eV/A. As for the frontier orbital gap: 6.738 eV.